C13H18N4O4 | ωB97M-V/def2-TZVPD

LUMO energy: 0.021 Eh
SMILES string: NC(=O)CN1CC[C@@H](N2CC(=O)N3CCC[C@H]3C2=O)C1=O
Orbital gap: 9.939 eV
HOMO energy: -9.38 eV
ΔE to the lowest compared entry with this formula, charge and spin: 0.000 eV
Net charge: 0
Spin multiplicity: 1

Last columns: bonded neighbours and bond lengths (Å).
Cartesian coordinates (Å):
1 O 1.86507 5.39904 -3.08897  C5 1.204
2 O -3.46751 -1.06161 0.71713  C6 1.241
3 O -0.30484 1.57676 -2.07102  C7 1.188
4 O 1.62492 -1.98214 0.27726  C8 1.198
5 C 1.46892 4.30244 -2.78928  O1 1.204, N9 1.401, C13 1.534
6 C -2.26416 -1.21800 0.97552  O2 1.241, N12 1.367, C14 1.558
7 C 0.38458 1.72406 -1.11451  O3 1.188, N10 1.370, C17 1.505
8 C 0.50042 -1.68861 0.56780  O4 1.198, N11 1.419, C21 1.564
9 N 1.78819 3.26310 -3.67250  C5 1.401, H22 1.022, H23 0.998
10 N 0.88803 2.94776 -0.76057  C7 1.370, C13 1.422, C15 1.441
11 N 0.06706 -0.36728 0.28370  C8 1.419, C14 1.477, C17 1.456
12 N -1.79032 -2.46301 1.28155  C6 1.367, C16 1.473, C21 1.444
13 C 0.66816 4.14870 -1.48972  C5 1.534, N10 1.422, H24 1.092, H25 1.088
14 C -1.29354 -0.02247 0.74191  C6 1.558, N11 1.477, H26 1.062, H27 1.090
15 C 1.84658 2.85686 0.31129  N10 1.441, C18 1.517, H28 1.088, H29 1.107
16 C -2.66060 -3.65074 1.31878  N12 1.473, C19 1.509, H30 1.108, H31 1.082
17 C 0.96675 0.65720 -0.22753  C7 1.505, N11 1.456, C18 1.538, H32 1.079
18 C 1.64140 1.47020 0.89022  C15 1.517, C17 1.538, H33 1.102, H34 1.085
19 C -1.66043 -4.74889 1.58503  C16 1.509, C20 1.538, H35 1.082, H36 1.088
20 C -0.33773 -4.23850 0.98838  C19 1.538, C21 1.536, H37 1.084, H38 1.101
21 C -0.37403 -2.74056 1.32581  C8 1.564, N12 1.444, C20 1.536, H39 1.082
22 H 1.92519 3.54482 -4.64492  N9 1.022
23 H 1.24228 2.43656 -3.55346  N9 0.998
24 H -0.38161 4.23569 -1.77760  C13 1.092
25 H 0.82382 5.00889 -0.84145  C13 1.088
26 H -1.79080 0.58369 0.02534  C14 1.062
27 H -1.19751 0.50424 1.69179  C14 1.090
28 H 1.65370 3.61510 1.06677  C15 1.088
29 H 2.87405 2.96006 -0.08862  C15 1.107
30 H -3.20192 -3.79522 0.36319  C16 1.108
31 H -3.41138 -3.65414 2.09858  C16 1.082
32 H 1.72511 0.17614 -0.82647  C17 1.079
33 H 1.01068 1.50278 1.79297  C18 1.102
34 H 2.58028 1.01866 1.19181  C18 1.085
35 H -2.01183 -5.67376 1.14760  C19 1.082
36 H -1.51720 -4.87081 2.65634  C19 1.088
37 H -0.33027 -4.35501 -0.08979  C20 1.084
38 H 0.56876 -4.73883 1.36366  C20 1.101
39 H -0.11827 -2.66318 2.37398  C21 1.082

Results of the Mulliken charge analysis, in e, for atoms 1 through 2: atom 1 (O): -0.6018, atom 2 (O): -0.6754